1.
{"formula": "ClH2N3", "method": "ωB97M-V/def2-TZVPD", "homo_lumo_gap_ev": [7.01, 7.95], "spin_multiplicity": 3, "s2": 2.008, "homo_energy_ha": [-0.21239, -0.39467], "e_lumo_ev": [1.23, -2.79], "symbols": ["N", "N", "N", "Cl", "H", "H"], "xyz": [[0.5718, 0.8019, -1.6497], [-0.7525, -0.4233, 1.1086], [0.9525, 1.6507, -2.2278], [0.9224, 0.0023, 0.8553], [-0.6890, -1.2343, 1.7798], [-1.0052, -0.7973, 0.1338]], "forces_ev_per_angstrom": [[-0.01, 0.81, -1.50], [-4.31, -4.38, -0.84], [-0.20, -0.56, 0.51], [5.95, 1.85, 0.41], [-0.89, 1.26, -0.33], [-0.54, 1.03, 1.75]]}

=====

2.
{"formula": "C12H23N2O2P2PbSe", "method": "ωB97M-V/def2-TZVPD", "homo_lumo_gap_ev": [5.01, 6.20], "charge": 3, "homo_energy_ha": [-0.67426, -0.67441], "e_lumo_ev": [-13.34, -12.15], "de_lowest_ev": 0.0000, "symbols": ["Pb", "P", "C", "C", "N", "C", "C", "C", "C", "C", "P", "H", "H", "H", "H", "H", "H", "H", "H", "O", "H", "H", "O", "H", "C", "H", "H", "H", "C", "H", "H", "H", "C", "H", "H", "H", "C", "H", "H", "H", "Se", "C", "N"], "xyz": [[0.3837, 1.2661, 0.8762], [2.2784, -0.7751, 1.0714], [2.4355, -1.1631, -0.7150], [1.1064, -1.5226, -1.3495], [-0.0169, -0.9609, -0.8672], [-1.2039, -1.3102, -1.3952], [-1.2974, -2.2018, -2.4668], [-0.1347, -2.7466, -3.0055], [1.0877, -2.3899, -2.4425], [-2.4823, -0.7724, -0.7839], [-2.2520, 0.7912, 0.1321], [2.0369, -2.7757, -2.8118], [-2.2854, -2.4456, -2.8595], [-0.1780, -3.4386, -3.8435], [-3.2311, -0.6173, -1.5782], [-2.8898, -1.5124, -0.0693], [2.8428, -0.2569, -1.2118], [3.1540, -1.9905, -0.8367], [0.9075, 3.7076, -0.9667], [1.2736, 2.8306, -1.2235], [2.1220, 2.9935, -1.6730], [-0.4794, 4.6051, 1.0218], [-0.4541, 4.4588, 0.0549], [-1.0570, 5.1306, -0.3030], [-2.4758, 2.0354, -1.1824], [-3.4856, 1.9667, -1.6054], [-2.3117, 3.0352, -0.7580], [-1.7372, 1.8807, -1.9802], [-3.7554, 0.8814, 1.1525], [-3.6735, 1.7711, 1.7933], [-4.6657, 0.9475, 0.5389], [-3.8108, -0.0128, 1.7913], [1.9497, -2.4028, 1.8349], [2.8287, -3.0605, 1.7456], [1.7168, -2.2448, 2.9006], [1.0862, -2.8871, 1.3556], [3.9824, -0.3676, 1.5380], [3.9863, -0.1134, 2.6051], [4.6557, -1.2136, 1.3559], [4.3230, 0.5026, 0.9627], [-0.0821, -0.5617, 5.8033], [-0.1046, 0.1946, 4.2223], [-0.0926, 0.7453, 3.1719]], "forces_ev_per_angstrom": [[0.03, -0.44, -0.86], [1.39, -1.54, -0.95], [-0.45, 0.68, -0.28], [0.02, -0.22, -0.60], [0.06, 0.21, 0.52], [0.01, -0.35, -0.48], [0.00, 0.20, 0.17], [-0.01, 0.17, 0.10], [0.04, 0.06, 0.41], [0.72, -0.62, 0.32], [-1.83, 0.19, -1.53], [-0.32, -0.03, -0.02], [0.34, -0.04, 0.04], [-0.01, 0.15, 0.14], [0.12, 0.15, 0.40], [0.13, 0.22, -0.31], [-0.01, -0.49, 0.17], [-0.13, 0.36, 0.12], [0.15, -0.40, -0.16], [0.14, 0.09, 0.29], [-0.37, -0.04, 0.15], [0.12, 0.26, -0.67], [-0.40, -0.01, 0.86], [0.23, -0.03, 0.00], [0.57, 0.42, 0.24], [0.15, -0.10, 0.21], [-0.14, -0.25, -0.21], [-0.12, 0.01, 0.17], [0.58, 0.17, 0.98], [-0.28, -0.24, -0.11], [0.41, 0.00, -0.10], [-0.03, 0.32, -0.14], [-0.88, 0.31, 0.54], [-0.11, 0.43, -0.07], [0.14, -0.26, -0.32], [0.24, 0.19, 0.14], [-0.29, 0.84, 0.41], [0.25, -0.05, -0.19], [-0.29, 0.02, -0.03], [0.00, -0.18, 0.18], [-0.04, -0.52, 1.13], [0.06, 1.72, -2.96], [-0.20, -1.37, 2.32]]}

=====

3.
{"formula": "C3H3NO2P2", "method": "ωB97M-V/def2-TZVPD", "homo_lumo_gap_ev": [6.53, 7.35], "homo_energy_ha": [-0.29355, -0.30392], "e_lumo_ev": [-1.46, -0.92], "de_lowest_ev": 0.3262, "symbols": ["C", "C", "C", "N", "O", "O", "P", "P", "H", "H", "H"], "xyz": [[-0.2322, 0.1148, 0.3377], [0.1145, -1.2112, -0.0489], [-1.4199, 0.9073, -0.2460], [1.5292, -1.3197, 0.1127], [0.6645, 0.8410, 0.9538], [-0.6408, -2.0057, -0.6144], [2.9029, -0.5598, -0.5624], [2.1299, -0.0232, 1.3430], [-1.4199, 0.6674, -1.3133], [-1.2548, 1.8792, -0.1520], [-2.3735, 0.7099, 0.1898]], "forces_ev_per_angstrom": [[-2.05, 1.29, -0.37], [-0.54, -0.38, -1.33], [1.08, -4.58, -0.68], [0.75, 0.45, 1.58], [0.92, 0.32, 0.56], [1.10, 0.57, 0.76], [-0.25, -0.03, -0.30], [-1.00, -1.21, -1.12], [-0.41, -0.07, 0.07], [1.00, 4.28, 0.55], [-0.60, -0.65, 0.29]]}

=====

4.
{"formula": "C3H13N2O", "method": "ωB97M-V/def2-TZVPD", "homo_lumo_gap_ev": 9.80, "charge": 1, "homo_energy_ha": -0.47120, "e_lumo_ev": -3.02, "de_lowest_ev": 1.0349, "symbols": ["N", "C", "C", "N", "C", "H", "H", "H", "H", "H", "H", "H", "H", "H", "H", "H", "H", "H", "O"], "xyz": [[0.4794, -0.9653, -0.6868], [-0.6055, -0.5836, 0.2876], [-1.4315, 0.5230, -0.4575], [-0.5252, 1.5808, -0.8351], [-0.0353, 2.5885, 0.0827], [0.1255, -1.6204, -1.3871], [1.1401, -1.5975, -0.2171], [0.8978, -0.0926, -1.0293], [0.0046, -0.2335, 1.1255], [-1.3420, -1.3171, 0.6172], [-2.1023, 0.8481, 0.3375], [-1.9462, 0.0607, -1.2983], [-0.7281, 1.9650, -1.7483], [0.2805, 2.2053, 1.0630], [0.6927, 3.1907, -0.4417], [-0.8481, 3.2790, 0.3524], [2.1078, -3.9759, 1.0313], [1.9494, -2.8215, 2.0670], [1.8865, -3.0336, 1.1369]], "forces_ev_per_angstrom": [[-0.56, -2.57, 0.91], [-0.09, 1.39, -0.83], [1.37, 0.21, 2.31], [0.65, -0.89, -1.56], [-1.64, 0.56, 0.63], [-0.12, 0.79, -0.65], [0.55, 0.36, 0.38], [-0.24, 0.08, -0.37], [-0.75, 0.30, 0.14], [0.81, -0.74, -0.33], [-0.76, 0.14, -0.33], [-0.07, 0.31, -0.01], [-0.06, 0.06, 0.23], [0.47, -0.20, -0.58], [0.53, -0.11, 0.26], [0.02, 0.08, 0.00], [-0.09, 0.57, 0.22], [0.13, -0.16, 0.35], [-0.16, -0.18, -0.74]]}